No. 1
Molecular formula: H8O4
Method: DFT, ωB97M-V with the def2-TZVPD basis set

```
12
Properties=species:S:1:pos:R:3:mulliken_charge:R:1
H 19.978 -5.054 -18.021 0.42
O 20.103 -4.216 -17.527 -0.66
H 20.443 -6.923 -19.068 0.29
O 19.744 -6.327 -19.061 -0.70
H 19.169 -6.550 -19.799 0.36
H 17.294 -8.209 -20.123 0.31
H 18.050 -7.567 -18.161 0.40
H 17.013 -6.901 -20.875 0.28
O 17.687 -8.017 -17.452 -0.61
H 20.829 -3.767 -17.973 0.30
H 17.059 -8.549 -17.953 0.28
O 17.488 -7.279 -20.166 -0.65
```

Summary:
E_HOMO in eV: -10.292
SMILES: O.O.O.O
Energy above the lowest of the compared OMol25 structures with the same formula, charge and spin in kcal per mole: 27.1
Gap between HOMO and LUMO in eV: 10.321
M in g mol⁻¹: 72.06
E_LUMO in eV: 0.029
2S+1: 1

=====

No. 2
Molecular formula: H9INO3PSi2
Method: DFT, ωB97M-V with the def2-TZVPD basis set

```
17
Properties=species:S:1:pos:R:3:mulliken_charge:R:1
P 0.141 0.023 -1.582 0.10
O 3.956 2.255 -1.182 -0.63
H 3.349 1.524 -1.026 0.32
H 3.622 2.664 -1.983 0.31
H -2.384 0.442 2.861 0.25
O -1.678 -1.968 0.141 -0.30
N -1.776 -0.295 2.506 -0.63
H -3.846 -0.921 1.016 -0.17
I 1.265 -0.954 -3.519 -0.09
H 0.561 1.652 -0.252 0.32
H -2.326 0.622 0.058 -0.09
H 0.647 -2.896 -0.591 -0.16
Si -2.414 -0.603 0.864 0.53
O 1.151 1.158 -0.813 -0.45
Si 0.003 -1.664 -0.110 0.51
H 0.592 -1.186 1.157 -0.09
H -0.864 0.147 2.456 0.28
```

Summary:
E_HOMO in eV: -8.781
Gap between HOMO and LUMO in eV: 8.174
M in g mol⁻¹: 285.13
E_LUMO in eV: -0.607
2S+1: 1

=====

No. 3
Molecular formula: H9NSi3
Method: DFT, ωB97M-V with the def2-TZVPD basis set

```
13
Properties=species:S:1:pos:R:3:mulliken_charge:R:1
H 1.383 -2.024 1.218 -0.10
H -1.709 0.069 2.158 0.22
Si -0.484 -0.203 0.009 0.16
H -1.515 2.892 -1.173 -0.09
H -0.268 -0.904 2.397 0.21
H -2.043 -0.755 -0.699 -0.05
Si -0.328 2.099 -0.664 0.31
H 1.020 -3.118 -1.017 -0.06
N -0.766 -0.313 1.761 -0.51
Si 1.222 -1.723 -0.346 0.24
H 0.803 1.962 -1.691 -0.11
H 0.166 3.010 0.304 -0.12
H 2.443 -1.129 -0.941 -0.10
```

Summary:
E_HOMO in eV: -8.933
Energy above the lowest of the compared OMol25 structures with the same formula, charge and spin in kcal per mole: 15.7
Gap between HOMO and LUMO in eV: 9.371
M in g mol⁻¹: 107.34
E_LUMO in eV: 0.438
2S+1: 1

=====

No. 4
Molecular formula: H9O4
Method: DFT, ωB97M-V with the def2-TZVPD basis set

```
13
Properties=species:S:1:pos:R:3:mulliken_charge:R:1
H 0.193 0.895 -0.712 0.54
O -0.626 0.490 -0.282 -0.44
H -1.060 -2.216 -1.370 0.33
H 2.643 0.324 -1.038 0.33
H -0.158 -3.407 -1.072 0.32
O 1.860 0.885 -1.020 -0.66
O -0.358 -2.510 -0.818 -0.64
H -0.554 0.747 0.757 0.45
H 2.128 1.700 -1.467 0.32
H -1.760 0.645 2.340 0.37
O -0.912 1.049 2.124 -0.64
H -0.197 -0.373 -0.196 0.38
H -0.885 1.890 2.594 0.36
```

Summary:
E_HOMO in eV: -15.617
Total charge: +1
Energy above the lowest of the compared OMol25 structures with the same formula, charge and spin in kcal per mole: 20.9
Gap between HOMO and LUMO in eV: 12.242
M in g mol⁻¹: 73.07
E_LUMO in eV: -3.375
2S+1: 1

=====

No. 5
Molecular formula: H9O5
Method: DFT, ωB97M-V with the def2-TZVPD basis set

```
14
Properties=species:S:1:pos:R:3:mulliken_charge:R:1
H 0.117 -2.870 0.139 0.38
O 1.809 0.574 0.262 -1.05
H -3.211 2.076 -0.650 0.28
H 2.062 0.437 -0.647 0.24
O 1.972 -1.936 0.571 -0.81
H 1.771 -1.898 1.513 0.29
H 1.863 -0.871 0.425 0.41
H 0.515 1.246 0.101 0.41
H -0.853 -1.944 -0.442 0.33
O -0.496 1.427 0.285 -0.81
O -0.820 -2.871 -0.077 -0.69
O -2.481 2.156 -1.281 -0.71
H -0.637 2.459 0.561 0.31
H -1.611 2.014 -0.761 0.43
```

Summary:
E_HOMO in eV: -5.253
Total charge: -1
Energy above the lowest of the compared OMol25 structures with the same formula, charge and spin in kcal per mole: 20.8
Gap between HOMO and LUMO in eV: 9.302
M in g mol⁻¹: 89.07
E_LUMO in eV: 4.050
2S+1: 1

=====

No. 6
Molecular formula: HI2NO3S
Method: DFT, ωB97M-V with the def2-TZVPD basis set

```
8
Properties=species:S:1:pos:R:3:mulliken_charge:R:1
S 3.364 2.414 -0.744 0.73
I 2.277 1.704 -3.415 0.31
N -0.660 0.106 -0.440 -0.58
H -0.489 -0.542 0.307 0.24
O 2.512 1.075 -0.639 -0.48
I 0.589 1.517 -0.197 0.72
O 2.460 3.043 -1.993 -0.47
O 3.138 3.398 0.271 -0.47
```

Summary:
E_HOMO (alpha / beta) in eV: -9.567 / -9.568
Energy above the lowest of the compared OMol25 structures with the same formula, charge and spin in kcal per mole: 56.9
Gap between HOMO and LUMO (alpha / beta) in eV: 8.373 / 8.373
M in g mol⁻¹: 348.89
E_LUMO (alpha / beta) in eV: -1.194 / -1.194
2S+1: 1

=====

Number 1: DFT total energy -305.736075 a.u., strongest force on any atom 0.0634 Eh/bohr. Number 2: DFT total energy -1504.002993 a.u., strongest force on any atom 0.0518 Eh/bohr. Number 3: DFT total energy -928.539752 a.u., strongest force on any atom 0.0729 Eh/bohr. Number 4: DFT total energy -306.093109 a.u., strongest force on any atom 0.0350 Eh/bohr. Number 5: DFT total energy -381.629751 a.u., strongest force on any atom 0.0911 Eh/bohr. Number 6: DFT total energy -1274.459901 a.u., strongest force on any atom 0.0473 Eh/bohr.